DFT (the ωB97M-V functional and the def2-TZVPD basis) results for C5H7NO in the gas phase.

Calculated values
Calculated total energy in eV: -8835.5559
SMILES: Cn1cccc1O
F_max in eV Å⁻¹: 0.26
Kohn-Sham gap in eV: 8.454
Energy relative to the best compared isomer or geometry (same formula, charge and spin) in eV: 0.6469
LUMO energy in eV: 0.8

```
14
Properties=species:S:1:pos:R:3:forces:R:3:lowdin_charge:R:1
C -1.807912 0.111165 0.586836 -0.1 0.0 0.0 -0.0172
N -0.444267 -0.158071 0.182641 0.2 0.1 -0.1 -0.1064
C 0.134997 -1.399566 -0.000907 0.0 0.0 0.0 -0.1102
C 1.406584 -1.212574 -0.471394 0.0 0.0 0.0 -0.1077
C 1.625429 0.195624 -0.594984 0.0 0.1 0.0 -0.0481
C 0.465332 0.792998 -0.169456 -0.1 -0.3 0.0 -0.3675
O 0.072430 2.089714 -0.044814 0.2 0.1 0.0 0.0709
H -2.281387 0.807770 -0.111402 0.1 -0.1 0.1 0.0932
H -1.857005 0.538740 1.593688 0.0 -0.1 -0.1 0.0929
H -2.362235 -0.829673 0.571370 0.1 0.1 0.0 0.0884
H -0.428608 -2.297493 0.218687 0.1 0.2 -0.1 0.1093
H 2.114445 -1.994026 -0.715296 -0.1 0.1 0.1 0.0906
H 2.506090 0.704933 -0.968861 -0.2 -0.1 0.1 0.0975
H 0.856105 2.650458 -0.076108 -0.1 -0.1 0.0 0.1142
```
Forces are in eV/Å.



DFT (the ωB97M-V functional and the def2-TZVPD basis) results for C5H7NO in the gas phase.

Calculated values
Calculated total energy in eV: -8828.8877
F_max in eV Å⁻¹: 0.46
Kohn-Sham gap in eV: 7.796
Energy relative to the best compared isomer or geometry (same formula, charge and spin) in eV: 7.3151
LUMO energy in eV: 0.6

```
14
Properties=species:S:1:pos:R:3:forces:R:3:lowdin_charge:R:1
C -1.672781 0.808295 0.692584 -0.1 0.0 0.0 -0.1011
C -0.219407 0.567006 0.917714 -0.1 -0.2 -0.1 -0.1646
C -0.207697 -2.438524 -0.507640 0.3 -0.2 -0.2 0.0640
O 0.986355 -2.099106 -0.916386 -0.3 -0.1 0.2 -0.1413
C 1.396072 -0.769434 -0.732299 0.0 0.2 0.0 -0.1060
C 0.702346 0.061441 0.050371 0.0 -0.1 0.0 -0.2853
N 0.843951 1.502802 0.263404 0.3 0.4 -0.1 0.1130
H -2.131749 -0.185991 0.679362 0.0 0.2 0.0 0.0701
H -1.904694 1.286206 -0.274556 0.1 -0.1 0.1 0.0738
H -2.132164 1.398559 1.492441 0.1 -0.1 -0.1 0.0612
H -0.221909 -3.530442 -0.755143 0.0 0.2 0.1 0.0163
H 2.338108 -0.548281 -1.212173 -0.2 0.0 0.1 0.1067
H 0.646763 2.077283 -0.557669 0.0 -0.1 0.1 0.1511
H 1.576801 1.870189 0.859991 -0.1 -0.1 -0.1 0.1420
```
Forces are in eV/Å.



DFT (the ωB97M-V functional and the def2-TZVPD basis) results for C5H7NO in the gas phase.

Calculated values
Calculated total energy in eV: -8832.4983
SMILES: OCC#C[C@H]1CN1
F_max in eV Å⁻¹: 0.58
Kohn-Sham gap in eV: 10.272
Energy relative to the best compared isomer or geometry (same formula, charge and spin) in eV: 3.7045
LUMO energy in eV: 0.9

```
14
Properties=species:S:1:pos:R:3:forces:R:3:lowdin_charge:R:1
O -1.744461 2.306735 0.647393 -0.3 0.3 0.3 -0.0634
C -1.709027 1.759820 -0.656023 -0.1 0.0 -0.4 -0.2765
C -0.910278 0.533487 -0.584035 0.2 -0.1 0.5 0.0144
C -0.253790 -0.214702 0.098093 -0.2 0.3 -0.4 0.0042
C 0.596822 -0.931876 0.998259 -0.2 -0.1 0.1 -0.3330
C 1.729059 -1.691904 0.429164 0.1 -0.3 -0.1 -0.1429
N 1.972556 -0.462033 1.163430 0.3 0.2 0.0 0.0302
H -1.830194 1.559175 1.254623 0.0 0.3 -0.1 0.0863
H -2.720735 1.561660 -1.031909 0.1 0.0 0.0 0.1139
H -1.235000 2.505458 -1.299521 -0.1 -0.1 0.0 0.1195
H 0.121180 -1.242027 1.921686 0.1 -0.2 -0.1 0.1372
H 1.798079 -1.680153 -0.653774 0.1 0.0 0.1 0.1107
H 2.048681 -2.603698 0.917601 0.1 0.1 0.0 0.1008
H 2.149176 0.314756 0.531926 0.0 -0.1 0.0 0.0988
```
Forces are in eV/Å.



- The highest energy relative to the best compared isomer or geometry (same formula, charge and spin) belongs to which entry?
  number 2



- Number 1 is which compound?
  C5H7NO



- Among the records above, which one has the highest energy relative to the best compared isomer or geometry (same formula, charge and spin)?
  number 2